C17H35BCl8F9OPS | wB97M-V/def2-TZVPD

```
73
Properties=species:S:1:pos:R:3:forces:R:3
C 1.76775 -1.50158 -0.09822 0.349 0.397 1.122
C 0.17606 -1.56775 0.30314 1.184 0.499 1.349
P -1.00177 -1.41171 -1.24096 0.363 0.113 0.495
C -2.04780 -1.23369 -2.82680 -1.107 0.183 -2.612
C -2.56400 -2.63841 -3.49112 -0.559 -0.095 -0.763
C -3.46475 -3.59182 -2.50814 0.790 -0.700 -0.655
C -4.96856 -3.04054 -2.17987 0.037 0.274 -0.476
C -5.12590 -2.28014 -0.71778 2.955 -1.574 0.006
F -4.32372 -1.00945 -0.62830 -3.027 -3.569 -0.102
F -4.44533 -3.20518 0.26785 -2.193 2.786 -2.527
C -6.66183 -2.14775 -0.18054 0.697 -3.394 4.148
F -6.57208 -2.05910 1.32537 -0.311 -0.120 -4.922
F -7.46682 -3.40152 -0.43147 3.230 4.210 0.836
S -7.63333 -0.67038 -0.74478 -4.510 2.042 -0.854
F -8.70154 -0.93466 0.60197 2.208 0.827 -2.836
F -6.73178 0.45977 0.17212 -1.564 -2.672 -2.201
F -6.73892 -0.43012 -2.17896 -1.270 -0.361 3.169
F -8.64352 -1.76947 -1.65697 1.867 2.807 1.468
F -8.65413 0.62262 -1.22976 2.249 -2.737 0.984
B -0.96500 0.52038 -0.95465 -0.936 1.476 0.616
C 0.06785 1.43072 -1.86217 -0.497 -0.062 0.617
O -1.90487 1.09911 0.06459 -0.034 -0.550 -3.143
H 2.43207 -1.77991 0.85370 -1.405 0.576 -2.126
H 2.08506 -2.21949 -0.96641 -0.788 1.340 1.528
H 2.06242 -0.38097 -0.36595 -0.593 -2.449 0.418
H -0.06649 -0.59922 0.95708 0.586 -1.947 -1.002
H -0.09555 -2.48341 0.98819 0.663 1.580 -1.318
H 0.02357 -2.05238 -2.05973 -0.367 0.143 0.251
H -2.02189 -2.12082 -0.51345 0.282 0.305 -0.391
H -2.96352 -0.47413 -2.72825 1.714 -1.639 -0.040
H -1.33451 -0.72708 -3.63921 -1.383 -1.021 1.629
H -1.65577 -3.29456 -3.90270 -1.821 1.477 1.125
H -3.22046 -2.40279 -4.45797 1.357 -0.463 1.980
H -2.80443 -3.85276 -1.57873 -1.684 0.509 -1.536
H -3.61102 -4.62074 -3.09670 0.212 2.255 1.322
H -5.69415 -3.95871 -2.19368 1.267 1.888 0.415
H -5.29079 -2.34824 -3.09661 0.586 -1.230 2.327
H 1.06628 0.82294 -1.95503 -1.771 1.446 -0.037
H 0.19101 2.46029 -1.30779 0.004 -1.916 -1.453
H -0.44068 1.54802 -2.92674 1.149 -0.140 2.105
H -2.80784 1.25941 -0.36806 1.854 -0.501 0.944
Cl 2.27452 2.47967 0.57425 0.298 0.075 -0.215
C 3.57770 3.18330 -0.41524 0.319 0.130 -0.215
C 4.44945 2.11750 -1.06012 -0.170 0.206 -0.280
Cl 5.42480 1.23033 0.13641 -0.203 0.020 0.138
H 4.16471 3.85172 0.22257 -0.108 -0.244 -0.039
H 3.09559 3.78832 -1.18901 0.066 -0.187 0.050
H 5.15118 2.58393 -1.75809 -0.102 -0.028 0.157
H 3.84970 1.39004 -1.61634 0.099 0.111 0.213
Cl 5.02002 1.58456 5.55261 0.077 0.010 0.016
C 3.56205 2.48277 5.06272 -0.293 0.183 -0.104
C 3.58912 2.86445 3.59122 -0.337 -0.344 0.239
Cl 4.83153 4.08924 3.23575 0.103 0.058 -0.062
H 3.47471 3.36434 5.70567 0.118 -0.166 -0.173
H 2.70674 1.83026 5.26246 0.117 0.098 -0.160
H 2.62634 3.29616 3.30171 0.173 -0.092 0.138
H 3.77714 1.99466 2.95372 0.044 0.222 0.194
Cl 7.85076 0.43042 -2.64108 -0.064 -0.004 0.002
C 8.56130 0.12558 -1.03651 0.191 -0.082 0.377
C 9.20934 -1.24685 -0.94589 0.241 0.246 -0.018
Cl 8.01095 -2.56253 -0.99993 -0.022 -0.001 -0.037
H 7.77271 0.24860 -0.28739 0.187 -0.119 -0.300
H 9.31239 0.90370 -0.87036 -0.053 -0.186 -0.065
H 9.74352 -1.34337 0.00409 -0.151 0.091 -0.118
H 9.92670 -1.40701 -1.75708 -0.245 0.037 0.118
Cl -0.05811 2.01959 2.34551 -0.108 0.039 0.433
C -1.60020 2.11257 3.23195 -0.294 -0.047 0.109
C -1.42452 2.67354 4.63416 -0.175 0.222 -0.237
Cl -0.53167 1.55975 5.69829 0.082 -0.013 0.013
H -2.04117 1.11091 3.25147 0.184 0.195 0.019
H -2.26028 2.76334 2.65057 0.152 -0.061 0.114
H -2.40367 2.83552 5.09477 0.131 -0.098 -0.126
H -0.89272 3.63025 4.62067 -0.037 -0.266 -0.039
```
Positions in Å, forces in eV/Å.

Output
- Multiplicity: 1
- Total charge: 0
- Electronic energy: -165672.8660 eV
- Gap between HOMO and LUMO: 5.050 eV
- SMILES: CC[PH2](CCCCC(F)(F)C(F)(F)S(F)(F)(F)(F)F)B(C)O.ClCCCl.ClCCCl.ClCCCl.ClCCCl

Here are the Mulliken charges for atoms 1 to 4, given in e: -0.64 -0.52 0.76 -0.62

***

C5H14O | wB97M-V/def2-TZVPD

```
20
Properties=species:S:1:pos:R:3:forces:R:3
C 0.08947 -1.48658 -2.78159 1.763 -0.569 0.606
C 0.37127 -1.29249 -1.26981 -1.999 0.014 0.065
C -0.45594 -2.22645 -0.36331 1.640 -0.439 0.294
H -0.45711 -0.68651 -3.26644 -0.216 -0.003 0.112
H -0.35039 -2.46626 -2.95705 -0.355 0.100 -0.102
H 1.08721 -1.55344 -3.23188 -0.286 0.178 -0.460
H 1.40990 -1.40408 -0.96893 0.139 0.105 -0.348
H 0.02162 -0.30113 -0.97328 0.477 0.193 -0.156
H -1.52141 -2.26509 -0.56186 -0.106 0.341 0.155
H -0.06891 -3.25346 -0.39250 -0.184 0.007 -0.406
H -0.16385 -1.92361 0.64761 -0.867 0.042 0.203
C 0.23491 1.42414 1.21851 -0.448 0.828 -1.150
C 0.11499 2.75736 1.98006 0.645 -2.128 1.053
O -0.46066 2.52570 3.28296 -0.247 0.463 -0.668
H -0.71627 1.07256 0.80464 -0.102 0.073 0.247
H 0.67470 0.60145 1.77253 0.168 0.220 0.318
H 0.84862 1.64479 0.33491 0.080 -0.294 0.096
H 1.15146 3.01305 2.19600 -0.160 0.728 -0.076
H -0.42551 3.50984 1.41449 0.091 0.197 -0.047
H -1.38409 2.31019 3.11493 -0.031 -0.054 0.265
```
Positions in Å, forces in eV/Å.

Output
- Energy above the lowest of the compared OMol25 structures with the same formula, charge and spin: 23.8 kcal/mol
- Multiplicity: 1
- Total charge: 0
- Electronic energy: -7458.7552 eV
- Gap between HOMO and LUMO: 11.220 eV
- SMILES: CCC.CCO

Here are the natural (NBO) charges for atoms 1 to 4, given in e: -0.62 -0.40 -0.61 0.21

***

- Which formula does entry 1 have?
  C17H35BCl8F9OPS

***

- total charge of number 1 (C17H35BCl8F9OPS)?
  0